DFT (ωB97M-V/def2-TZVPD) results for 3 unconnected molecules or ions with the total composition C18H51BN6O5P2 in a non-equilibrium geometry.

Structure (ORCA input):
```
! RIJCOSX wB97M-V def2-TZVPD def2/J DEFGRID3
* xyz 0 1
C -0.4393 4.7871 2.4287
N 0.6527 3.8371 2.3977
C 0.2837 2.4898 1.9817
P 2.1442 4.0049 3.1961
O 3.1120 3.3380 2.2967
N 2.7097 5.6379 3.2000
C 1.9801 6.6941 2.5234
C 4.1378 5.7567 2.9220
N 1.6104 4.0570 4.7762
C 0.9539 2.8546 5.2919
C 1.7907 5.1297 5.7464
H -0.7338 5.0840 3.4454
H -1.3203 4.3467 1.9627
H -0.2144 5.6842 1.8560
H -0.2053 1.9201 2.7834
H 1.1691 1.9380 1.6662
H -0.3935 2.5224 1.1266
H 1.8703 6.5124 1.4450
H 2.5131 7.6384 2.6535
H 0.9954 6.8453 2.9636
H 4.3658 5.6954 1.8516
H 4.7015 4.9740 3.4248
H 4.4941 6.7196 3.2982
H -0.1347 2.9152 5.1839
H 1.1820 2.7042 6.3466
H 1.2964 1.9629 4.7648
H 0.9872 5.8668 5.6635
H 2.7427 5.6350 5.6327
H 1.7688 4.7222 6.7592
C -4.9429 -4.3203 -4.4389
N -3.5649 -3.9520 -4.1912
C -2.5756 -4.8563 -4.7628
P -3.0124 -2.8955 -2.9800
O -1.8346 -2.2319 -3.5811
N -4.0959 -1.5686 -2.7361
C -5.2865 -1.3984 -3.5472
C -3.4122 -0.2894 -2.5748
N -3.5203 -3.7236 -1.6257
C -2.9077 -5.0319 -1.3854
C -4.4435 -3.2702 -0.5936
H -5.4700 -4.6758 -3.5422
H -4.9791 -5.1310 -5.1660
H -5.5111 -3.5018 -4.8748
H -2.4504 -5.7726 -4.1707
H -1.6077 -4.3598 -4.8268
H -2.8572 -5.1431 -5.7772
H -5.0608 -1.2890 -4.6174
H -5.8172 -0.5012 -3.2213
H -5.9847 -2.2227 -3.4103
H -3.1098 0.1518 -3.5318
H -2.5182 -0.3978 -1.9638
H -4.0816 0.4104 -2.0665
H -3.5162 -5.8414 -1.8037
H -2.7835 -5.2174 -0.3191
H -1.9141 -5.0886 -1.8329
H -5.4769 -3.4967 -0.8704
H -4.3580 -2.2073 -0.3993
H -4.2286 -3.7812 0.3471
C 0.9905 -0.4198 -1.1512
C 1.3917 -1.4200 -2.2674
B 2.0910 -2.7276 -1.7494
O 1.4753 -3.9600 -2.0052
C 3.4788 -2.8016 -0.9455
C 4.2343 -1.4577 -0.7643
O 4.3248 -1.0945 0.6009
C 4.3827 0.3059 0.7683
O 3.3940 -3.5247 0.2746
C 2.2664 -3.2036 1.0535
H 1.8011 0.2658 -0.9179
H 0.6967 -0.9510 -0.2452
H 0.1132 0.1471 -1.4588
H 0.4979 -1.6488 -2.8486
H 2.0962 -0.9214 -2.9474
H 1.7775 -4.3148 -2.8528
H 4.1313 -3.4136 -1.5837
H 3.7706 -0.6443 -1.3299
H 5.2553 -1.5614 -1.1553
H 5.0270 0.7934 0.0300
H 3.3876 0.7585 0.7092
H 4.7767 0.5200 1.7593
H 2.4953 -3.4861 2.0814
H 2.0629 -2.1318 1.0682
H 1.3825 -3.7780 0.7527
*
```

The structure (SMILES) is CN(C)P(=O)(N(C)C)N(C)C.CN(C)P(=O)(N(C)C)N(C)C.CCB(O)[C@@H](COC)OC. The value obtained for the LUMO energy is 0.593 eV. The value obtained for the frontier orbital gap is 8.98 eV.